124
Properties=species:S:1:pos:R:3:mulliken_charge:R:1 method="wB97M-V/def2-TZVPD" lumo_ev=0.1 multiplicity=1 energy_ev=-116569.3396 charge=0 orbital_gap_ev=8.9
H -0.60 0.98 1.22 0.38
C -2.06 3.87 4.71 -0.48
H 3.63 2.67 6.08 0.18
S -4.44 -6.11 -1.25 0.47
H -7.06 -1.96 -5.41 0.35
C -4.92 -7.10 -2.74 -0.87
H 4.42 3.14 1.09 0.24
H -5.73 2.47 -4.27 0.34
O 3.80 -2.09 -5.02 -0.58
H 8.13 3.48 -0.37 0.24
H 4.62 -1.53 -2.33 0.26
O -3.85 4.22 3.11 -0.34
H -3.71 5.31 4.75 0.29
C -2.08 -0.07 -0.95 -1.03
H -6.15 -7.32 -0.06 0.33
O 3.20 -3.76 0.56 -0.34
H -5.43 -1.33 -4.74 0.16
H -0.15 -1.80 -5.60 0.12
C 3.45 -5.06 0.04 -0.31
H 6.16 3.39 2.08 0.21
H -2.92 0.62 -0.96 0.32
C 0.19 6.47 -0.75 -0.26
H 5.59 -0.10 -2.41 0.27
H -5.69 -6.48 -3.21 0.28
H 0.37 -4.08 -5.91 0.25
H -1.00 -4.51 -6.63 0.25
C 1.12 -4.85 0.76 -0.40
H -4.75 -1.80 6.27 0.39
C 1.31 6.50 0.24 0.56
H -1.99 -0.62 -0.02 0.34
S -6.79 0.48 -5.50 0.45
C -1.77 -3.17 6.97 -0.46
C 7.35 3.97 0.22 -0.44
H -1.61 -3.26 3.59 0.48
O 6.44 4.34 -0.83 -0.38
H 1.11 -5.51 1.63 0.27
O 4.48 3.84 -1.66 -0.64
H -0.24 -3.64 5.58 0.37
C 1.91 -3.52 0.98 0.55
H -6.69 1.47 -3.17 0.35
O -4.37 2.14 2.72 -0.62
O 0.51 -1.96 -9.61 -0.62
S 4.78 -0.95 -4.78 0.45
C -3.84 -2.32 5.98 -0.46
H 4.52 1.30 4.60 0.09
H 0.08 5.64 -1.45 0.21
H 2.12 9.11 -1.29 0.24
H 3.16 0.33 -3.44 0.17
H -2.77 1.67 4.71 0.29
H -1.67 -1.29 -8.04 0.23
O 1.41 5.93 1.32 -0.64
H -5.77 -5.90 0.88 0.32
C -6.00 1.45 -4.02 -0.80
C 3.66 0.82 5.07 -0.29
H -3.99 -2.61 3.82 0.40
H -2.23 -0.71 -1.82 0.35
H -1.20 -3.41 7.86 0.38
H 1.82 -4.95 -1.30 0.26
C -0.87 -2.34 -6.21 -0.21
C -3.83 2.96 3.40 0.56
O -4.42 -4.73 -1.85 -0.56
C 5.23 2.86 0.42 -0.03
C 3.07 1.73 6.10 -0.27
H -4.10 -7.28 -3.43 0.30
O 4.09 0.08 7.27 -0.36
O 2.32 7.29 -0.14 -0.37
H 1.99 1.88 6.03 0.29
C 2.02 -5.40 -0.33 -0.65
H -2.46 5.84 3.73 0.39
C -3.01 4.94 4.01 -0.48
O 0.40 -3.42 -7.83 -0.34
C -3.11 2.70 4.75 -0.41
H -7.00 -1.21 -3.81 0.33
H 3.05 0.53 4.22 0.32
C -0.63 1.67 0.37 -1.07
H 3.29 -1.16 5.95 0.22
H -0.02 8.52 -1.59 0.31
H 4.22 1.36 -4.52 0.38
O -5.81 0.56 -6.68 -0.59
H -1.14 3.63 4.17 0.26
H -3.44 -2.79 8.09 0.32
S -0.41 0.68 -1.15 0.71
O 3.54 1.91 8.45 -0.61
H 6.26 -1.59 -2.99 0.35
H 4.99 -0.88 5.64 0.32
H -1.50 2.30 0.20 0.31
H -1.85 -2.32 -5.72 0.35
H 1.92 -6.47 -0.52 0.39
C 5.34 -1.01 -2.96 -0.84
C -3.06 -2.70 7.08 -0.22
H 7.04 2.08 1.29 0.32
H -1.80 4.20 5.71 0.29
H -5.31 -8.05 -2.36 0.34
C -5.89 -6.27 -0.13 -0.95
H 4.01 -5.75 0.66 0.27
H 0.20 2.38 0.44 0.39
C 2.07 8.03 -1.38 -0.29
H -3.86 2.76 5.54 0.25
H 5.14 1.80 0.17 0.12
C 3.53 1.30 7.40 0.49
H 0.57 7.24 -2.64 0.27
H 2.96 0.45 -5.30 0.30
H -5.09 0.95 -3.71 0.17
C 5.29 3.68 -0.77 0.48
O -0.66 1.73 -2.22 -0.70
H -6.87 -5.93 -0.47 0.35
C -6.52 -1.25 -4.79 -0.74
C 3.61 0.46 -4.43 -0.75
C -0.31 -3.66 -6.66 -0.39
C -3.35 -2.57 4.68 -0.43
H 3.98 -4.92 -0.90 0.27
O 1.54 -2.47 1.49 -0.62
H -0.84 6.64 -0.43 0.27
C 0.03 -2.27 -8.48 0.52
C -0.78 -1.48 -7.45 -0.45
C -2.07 -3.09 4.55 -0.43
C -1.26 -3.28 5.65 -0.34
H 0.08 -4.74 0.43 0.30
C 6.49 3.01 1.11 -0.45
H -0.21 -0.56 -7.28 0.29
C 4.07 -0.39 5.96 -0.38
H 2.70 7.70 -2.20 0.26
C 0.65 7.66 -1.63 -0.57
H 7.94 4.71 0.75 0.33


134
Properties=species:S:1:pos:R:3:mulliken_charge:R:1 method="wB97M-V/def2-TZVPD" lumo_ev=-0.2 multiplicity=1 energy_ev=-101901.2203 charge=0 orbital_gap_ev=10.4 smiles="C[C@H]1COC(=O)O1.C[C@H]1COC(=O)O1.C[C@H]1COC(=O)O1.C[C@H]1COC(=O)O1.C[C@H]1COC(=O)O1.CCOC(=O)OC.CCOC(=O)OC.CCOC(=O)OC.COC(=O)OC.COC(=O)OC"
C 5.56 2.35 0.43 -1.50
H -6.24 1.78 -3.81 0.29
C -0.36 3.91 3.87 0.52
O 4.57 0.17 0.82 -0.24
H 5.45 0.71 -0.96 0.44
H 1.51 -1.05 3.46 -0.49
H -3.62 0.99 1.30 -0.05
C 2.02 -0.87 4.40 0.39
H 6.60 2.05 0.40 0.39
H 1.47 -1.14 5.30 0.34
C 1.34 -6.04 -4.82 -0.55
H -5.01 -3.56 1.71 0.33
H 4.02 6.72 -3.77 0.23
O 3.24 -1.59 4.49 -0.42
C -4.56 0.65 0.86 -0.65
H 2.01 -2.59 0.85 -0.21
H -0.41 -2.43 -1.10 -0.73
O -0.89 -1.27 2.90 -0.54
C 0.01 -4.89 -6.19 0.65
O 2.55 5.34 -3.79 -0.39
O -2.86 -3.54 -0.14 -0.17
O -3.95 1.48 7.32 -0.23
C -4.15 -2.91 -0.21 0.68
O -0.16 4.12 5.03 -0.54
H 3.30 1.22 -3.59 0.40
H -1.01 4.89 1.17 0.35
H 1.90 2.51 3.26 0.50
H -2.57 -0.11 7.47 0.35
H -5.03 -4.74 0.35 0.39
H 5.12 0.21 -5.56 0.31
O -0.27 -2.16 0.93 -0.35
O 0.32 4.47 2.86 -0.40
C -0.26 4.22 1.59 0.62
H -1.08 0.93 -2.03 0.47
O 0.52 -6.10 -5.96 -0.35
H 0.89 -1.32 -0.63 0.19
O -4.91 0.75 -2.58 -0.27
C -0.55 0.79 -1.09 -1.19
H 2.30 -0.01 -3.02 -0.25
C -5.74 2.47 10.11 -0.68
C 1.67 -4.55 -4.62 0.70
C 4.28 -0.76 4.74 0.71
C 4.13 0.23 -6.02 -0.59
H 2.62 -3.02 2.53 0.29
C -2.62 -4.85 -3.39 -0.73
C 2.08 1.43 3.27 -0.51
C 2.86 -2.76 1.51 -0.21
H -5.27 1.42 1.16 0.58
O -3.16 -4.25 -2.24 -0.42
H -0.96 3.07 -4.22 0.31
H 2.56 -4.27 -5.18 0.39
C -1.12 -0.50 -0.50 1.16
H -0.43 2.09 1.92 -0.61
C -5.15 -3.69 0.63 -1.41
C 2.94 -0.13 -5.12 0.53
C -0.87 -1.22 1.70 0.05
H -1.98 0.38 4.97 0.06
H 3.37 -3.57 0.97 0.38
C 3.56 -1.88 -6.48 0.58
H 1.46 3.06 0.83 0.02
O 0.58 -3.96 -5.38 -0.32
C -2.77 0.79 6.89 -0.52
H 0.50 2.06 -3.83 0.02
O 0.90 4.04 -4.12 -0.39
C 1.60 -4.10 -3.20 -1.07
O 2.98 -1.58 -5.32 -0.17
C -4.17 1.64 8.64 0.72
H 3.68 6.18 -2.18 0.28
C -4.96 1.35 -1.39 0.58
O -1.45 -0.31 0.91 0.03
O -3.47 1.23 9.54 -0.56
O 3.77 -1.69 1.58 -0.21
H 0.61 3.94 -0.40 0.03
O 2.35 3.59 -2.42 -0.40
H -0.59 1.63 -0.40 -0.31
H 2.04 -3.10 -3.16 0.02
H 0.49 0.62 -1.37 0.12
O -0.82 -4.69 -7.03 -0.59
H -3.56 -0.40 5.30 0.35
H 0.57 -4.10 -2.85 0.04
C 4.08 -1.01 0.48 0.80
H 1.64 4.76 0.71 0.49
H -4.56 -2.90 -1.22 0.27
H 2.35 -6.42 -5.02 0.37
H -0.13 3.18 -2.64 -0.02
O 4.04 -0.75 -7.06 -0.39
H -5.32 3.32 10.65 0.27
C 3.75 5.84 -3.21 -0.64
C -2.30 -4.15 -1.21 0.69
H 3.95 1.22 -6.43 0.35
C 3.16 0.13 -3.67 -1.06
H 5.48 3.24 -0.20 0.36
H -1.86 1.36 7.11 0.30
H 2.03 0.31 -5.52 0.28
H -6.81 2.65 10.03 0.24
H -3.94 -1.88 0.07 -0.31
H -2.02 -5.75 -3.25 0.31
C -0.11 -1.67 -0.39 0.51
O 3.87 0.49 4.60 -0.43
H 3.92 -0.45 -3.15 0.55
C 4.81 1.14 -0.20 0.15
H -6.17 -3.39 0.37 0.40
C 2.45 0.64 4.50 0.31
H 2.13 -4.72 -2.48 0.46
C 1.95 4.30 -3.33 0.83
H 1.06 1.10 3.02 -0.27
H 4.49 5.05 -3.26 0.29
H -4.62 2.40 -3.82 0.29
O 3.84 -1.37 -0.64 -0.57
O -1.16 -4.49 -1.26 -0.56
C 0.88 3.97 0.66 -0.90
H -5.63 1.51 10.60 0.34
O -5.29 2.47 -1.14 -0.56
O -5.24 2.37 8.78 -0.33
H 3.89 1.57 -0.60 0.00
C -2.98 0.51 5.40 -0.63
C -1.11 2.95 1.94 0.61
O -4.55 0.40 -0.54 -0.08
H -2.07 -0.82 -0.93 0.22
H 0.92 -6.52 -3.94 0.27
H -3.45 -5.08 -4.07 0.38
C -5.19 1.47 -3.76 -0.69
H -3.61 1.29 4.97 0.33
O 5.40 -1.17 4.85 -0.57
H 2.08 0.99 5.46 0.38
H -4.86 0.88 -4.61 0.26
O 3.73 -2.95 -6.97 -0.55
H -2.03 -4.13 -3.97 0.24
H -2.06 2.79 1.45 0.30
H 2.65 1.04 2.43 -0.10
O -1.27 3.04 3.38 -0.34
H 5.25 2.64 1.43 0.33
C 0.00 3.02 -3.71 -0.02
H -4.81 -0.22 1.46 0.28